The following is a quantum chemistry calculation of a structure of composition C5H12O2 at a distorted geometry, from OMol25.

Structure (ORCA input):
```
! wB97M-V def2-TZVPD RIJCOSX def2/J DEFGRID3
* xyz 0 1
O 2.6434 -0.7780 -0.3772
C 1.2933 1.1154 1.0723
C -0.0690 1.0878 1.2761
C -0.9090 -0.0623 0.8239
C -0.2120 -1.1364 -0.0223
C -0.0742 -0.6702 -1.4794
H 1.6824 0.4522 0.3189
H -0.5843 1.7250 1.9993
H 1.7749 1.9602 1.5281
H -1.3521 -0.5746 1.7119
H -1.8874 0.4623 0.1218
H -0.9860 -0.6994 -2.0278
H -0.7218 -2.1036 0.0190
H 0.7718 -1.1807 0.5119
H 0.1464 0.4186 -1.4191
H 0.7737 -1.1325 -1.9669
H 3.5921 -0.9496 -0.3162
H -3.3484 1.2865 -0.9396
O -2.5337 0.7794 -0.8348
*
```

Summary:
Relative energy (zero: lowest compared OMol25 entry of this formula, charge and spin)   8.868 eV


The following is a quantum chemistry calculation of the ion C7H17N2O3S with charge +1 at a distorted geometry, from OMol25.

Structure (ORCA input):
```
! wB97M-V def2-TZVPD RIJCOSX def2/J DEFGRID3
* xyz 1 1
C -0.1144 3.5548 0.2231
C -0.8630 -2.0580 1.7993
C 2.1048 0.6705 0.2159
C -0.8358 -1.9436 -1.8644
C -1.2113 -0.8097 0.9454
C 1.0444 -0.0697 0.9586
C 0.2577 -1.3915 -1.0134
N 0.4396 3.7881 -0.8607
N -0.0641 -0.4274 0.0951
O -0.6823 2.3044 0.3093
O -2.0985 0.7658 -1.0266
O 0.1066 1.3590 -1.8046
S -0.7973 1.1893 -0.7723
H -0.1121 3.9563 1.2196
H -0.8103 -2.9775 1.2317
H 0.1405 -2.0480 2.2373
H -1.7128 -2.0626 2.4997
H 1.7306 1.6739 -0.2178
H 2.8641 0.9055 0.9267
H 2.6529 0.0407 -0.4199
H -1.7321 -1.4117 -1.6778
H -0.4717 -1.8049 -2.8004
H -1.0347 -2.9513 -1.6311
H -1.6142 -0.1012 1.6023
H -1.9629 -1.1525 0.2187
H 0.5289 0.3449 1.7984
H 1.4451 -1.0443 1.2860
H 0.8370 -0.7367 -1.6562
H 0.9557 -2.1820 -0.6683
H 1.0096 4.6193 -1.1535
*
```

Summary:
Structure (SMILES)   [H]/N=C/OS(=O)(=O)[N+](CC)(CC)CC
Relative energy (zero: lowest compared OMol25 entry of this formula, charge and spin)   1.545 eV


The following is a quantum chemistry calculation of the ion C5H12N3O with charge +1 at a distorted geometry, from OMol25.

Structure (ORCA input):
```
! wB97M-V def2-TZVPD RIJCOSX def2/J DEFGRID3
* xyz 1 1
C 0.2431 -1.7211 -0.6090
C -1.0008 -0.8594 -0.6582
C 1.2141 -0.5978 1.2473
C 0.3799 0.5328 0.8767
C -1.1125 0.6952 -2.4541
N 1.0459 -1.7535 0.4465
N 0.3003 1.6568 1.8545
N -1.0323 0.1358 0.4939
O -1.6415 -0.4834 -1.7745
H 0.2990 -2.3840 -1.4514
H 2.3626 -0.3833 1.1567
H 1.0501 -0.7129 2.3446
H 0.5966 0.9640 -0.0535
H -0.1337 0.9811 -2.0788
H -1.6721 1.6760 -2.5547
H -1.0640 0.4831 -3.5471
H 1.5910 -2.6103 0.8103
H 1.0242 2.3592 1.6351
H 0.6059 1.3205 2.7984
H -1.4172 1.0718 0.2699
H -1.6387 -0.3707 1.2474
*
```

Summary:
Structure (SMILES)   COC1=CNC[C@H](N)[NH2+]1
Relative energy (zero: lowest compared OMol25 entry of this formula, charge and spin)   4.309 eV


The following is a quantum chemistry calculation of the molecule C2H5N5O at a distorted geometry, from OMol25.

Structure (ORCA input):
```
! wB97M-V def2-TZVPD RIJCOSX def2/J DEFGRID3
* xyz 0 1
C -0.0354 0.2424 -0.1426
C 0.0655 -2.2829 -0.2761
H 1.2023 2.9306 1.1166
H 1.4109 2.5789 -0.5277
H -1.3118 1.7538 0.1137
H 0.2493 -3.5317 -0.0986
H -1.8187 -1.9496 0.5187
N 0.6429 2.4864 0.2439
N -0.3088 1.4527 0.0879
N 1.0132 -0.1278 -0.6708
N 1.0492 -1.6505 -0.8660
N -0.9164 -1.6453 0.4643
O -1.2423 -0.2569 0.0365
*
```

Summary:
Structure (SMILES)   NNC1=NN=CNO1
Relative energy (zero: lowest compared OMol25 entry of this formula, charge and spin)   6.597 eV


The following is a quantum chemistry calculation of a cluster of 5 separate species, C43H84ClN2O6P2 in total at a distorted geometry, from OMol25.

Structure (ORCA input):
```
! wB97M-V def2-TZVPD RIJCOSX def2/J DEFGRID3
* xyz 1 1
C 1.3284 -3.8807 -3.9790
C 1.0196 -2.9071 -2.6763
O -0.1543 -3.3422 -1.9037
P -1.6510 -2.7876 -2.6086
O -2.7057 -3.9899 -2.4126
C -2.3940 -1.2845 -1.6872
C -1.6746 0.1531 -2.0189
C -1.6449 1.1759 -0.7036
N -0.3931 1.7366 -0.0018
C 1.0723 1.5478 -0.3261
C 1.2392 1.9633 -1.9371
C 2.2830 1.1472 -2.9571
C 2.4061 1.5408 -4.5774
C 1.5302 2.7616 -5.2845
C 0.5281 3.6065 -4.2515
C 0.3873 3.2076 -2.6336
C -0.8092 2.5949 1.1723
C -2.4473 2.6209 1.2346
P -3.4513 3.5694 2.5534
O -4.8665 2.7028 3.0816
Cl -2.2117 3.7160 4.3171
N -2.8502 1.7591 0.0584
C -4.3285 1.5851 -0.2115
O -4.8126 0.1966 -0.1589
C -5.9838 0.1997 -1.0954
C -7.2072 1.3097 -1.0343
O -6.1110 -0.7498 -2.0637
O -1.5835 -2.4793 -4.3222
C -2.9139 -1.9866 -4.7442
C -3.4363 -2.5825 -6.1817
H 2.4528 -4.2182 -4.0235
H 1.0079 -3.2535 -4.9400
H 0.5649 -4.7868 -3.9338
H 0.9148 -1.7721 -2.9416
H 1.9588 -3.0325 -1.9509
H -3.5328 -1.2274 -1.9993
H -2.2972 -1.4358 -0.5071
H -2.1882 0.7108 -2.9370
H -0.5770 -0.1104 -2.4060
H 1.6563 2.3960 0.2720
H 1.4853 0.4768 -0.0952
H 2.9768 0.2591 -2.5792
H 3.1279 0.9502 -5.3159
H 1.6184 3.0018 -6.4268
H -0.0706 4.4974 -4.7323
H -0.3811 3.8778 -2.0129
H -0.2033 3.1864 1.9800
H -4.8339 1.7592 2.7448
H -5.0176 2.2197 0.5212
H -4.5205 2.0171 -1.3044
H -6.8397 2.4277 -1.0880
H -7.9540 1.1801 -1.9565
H -7.7669 1.1763 -0.0038
H -3.7665 -2.1757 -3.9623
H -2.8208 -0.8022 -4.8416
H -4.1886 -3.4659 -5.9326
H -2.5504 -2.9425 -6.8575
H -4.1028 -1.7490 -6.7085
C 3.1015 0.3396 2.9009
C 2.0930 -0.5255 3.6388
C 0.8794 0.2575 4.1443
C 1.1867 1.3534 5.1730
C 1.9065 0.8804 6.4388
C 1.0961 -0.1162 7.2535
H 3.5274 1.1094 3.5509
H 3.9281 -0.2762 2.5327
H 2.6372 0.8319 2.0402
H 2.5884 -1.0428 4.4677
H 1.7406 -1.3081 2.9563
H 0.1574 -0.4495 4.5708
H 0.3739 0.7213 3.2880
H 0.2423 1.8320 5.4597
H 1.7894 2.1375 4.6999
H 2.1131 1.7552 7.0670
H 2.8792 0.4475 6.1899
H 0.1362 0.3150 7.5542
H 1.6423 -0.3922 8.1616
H 0.9024 -1.0346 6.6922
C 5.0689 -1.3212 11.2096
C 4.5463 -2.0393 9.9763
C 5.6270 -2.8242 9.2298
C 6.7740 -1.9814 8.6576
C 6.3525 -0.8722 7.6900
C 5.6730 -1.3970 6.4344
H 5.8209 -0.5696 10.9528
H 4.2495 -0.8071 11.7218
H 5.5155 -2.0306 11.9140
H 4.0644 -1.3182 9.3070
H 3.7620 -2.7397 10.2876
H 5.1532 -3.3915 8.4194
H 6.0552 -3.5727 9.9084
H 7.4730 -2.6531 8.1445
H 7.3402 -1.5309 9.4813
H 7.2480 -0.3138 7.3921
H 5.6974 -0.1535 8.1898
H 6.3315 -2.0831 5.8925
H 5.4259 -0.5662 5.7652
H 4.7424 -1.9220 6.6675
C -0.7985 -7.6208 -7.6250
C -1.8070 -8.4859 -6.8871
C -3.0206 -7.7029 -6.3816
C -2.7133 -6.6071 -5.3529
C -1.9935 -7.0800 -4.0871
C -2.8039 -8.0767 -3.2724
H -0.3726 -6.8510 -6.9750
H 0.0281 -8.2366 -7.9932
H -1.2628 -7.1285 -8.4857
H -1.3116 -9.0032 -6.0582
H -2.1594 -9.2686 -7.5696
H -3.7426 -8.4099 -5.9551
H -3.5261 -7.2391 -7.2379
H -3.6577 -6.1285 -5.0663
H -2.1106 -5.8229 -5.8260
H -1.7869 -6.2053 -3.4589
H -1.0208 -7.5130 -4.3360
H -3.7638 -7.6454 -2.9717
H -2.2577 -8.3526 -2.3643
H -2.9976 -8.9951 -3.8337
C 0.8383 6.8594 -0.6349
C -0.5771 7.2268 -1.0489
C -0.7541 7.3396 -2.5646
C 0.0808 8.4326 -3.2440
C -0.1420 9.8517 -2.7140
C -1.5643 10.3517 -2.9164
H 1.5600 7.6244 -0.9357
H 0.8983 6.7585 0.4533
H 1.1398 5.9056 -1.0800
H -0.8740 8.1597 -0.5575
H -1.2602 6.4538 -0.6769
H -1.8162 7.5044 -2.7835
H -0.4998 6.3764 -3.0247
H -0.1388 8.4167 -4.3185
H 1.1453 8.1875 -3.1513
H 0.5418 10.5289 -3.2395
H 0.1223 9.9132 -1.6548
H -1.8332 10.3434 -3.9773
H -1.6568 11.3803 -2.5522
H -2.2891 9.7412 -2.3707
*
```


The following is a quantum chemistry calculation of a cluster of 2 separate species, C4H9N in total at a distorted geometry, from OMol25.

Structure (ORCA input):
```
! wB97M-V def2-TZVPD RIJCOSX def2/J DEFGRID3
* xyz 0 1
C 0.6247 1.9571 -0.6067
C 1.1697 2.6685 0.2018
C 0.8865 -0.9127 0.1549
C -1.5384 -0.6713 -0.2084
H -0.0031 1.1362 -0.9128
H 1.6638 3.3317 0.8295
H 0.7674 -0.2540 1.0349
H 1.3809 -0.4286 -0.6902
H 1.5050 -1.7529 0.4944
H -0.5194 -2.1979 0.6113
H -2.4755 -1.2691 -0.2272
H -1.5099 -0.0754 -1.1388
H -1.5685 0.0383 0.6436
N -0.3831 -1.5698 -0.1862
*
```

Summary:
Structure (SMILES)   C#C.CNC
Relative energy (zero: lowest compared OMol25 entry of this formula, charge and spin)   3.005 eV


Short version: electronic energy = -347.87891, -1009.95996, -436.87043, -427.98069, -3391.81327, -212.44072 Ha, in the order given.
Short version: molecular weight = 104.15, 209.29, 130.17, 115.10, 822.55, 71.12 g mol⁻¹, in the order given.
Short version: LUMO energy = -3.82, -3.53, -3.03, 0.72, -4.22, 1.03 eV, in the order given.